Entry 1:
Computed, not measured: a structure of composition C15H43AsF6O6 at a distorted geometry, with ωB97M-V/def2-TZVPD.

```
71
Properties=species:S:1:pos:R:3:forces:R:3
O -0.1684 0.0695 0.1763 0.6 -0.2 -0.2
H -0.5471 0.9066 -0.1021 -0.4 1.4 0.1
H -0.2552 -0.5303 -0.5683 0.3 -0.9 -1.0
H -0.6587 -0.3177 0.9051 -0.5 -0.2 1.2
As -0.8223 5.2636 3.2206 0.1 0.0 0.9
F -2.5623 5.6725 3.0275 1.7 -0.7 0.1
F -0.7919 6.2404 4.7348 0.2 -0.9 -1.8
F 0.9029 4.8275 3.3330 -1.0 0.6 0.3
F -0.8211 4.2009 1.7913 -0.6 0.3 0.5
F -0.3889 6.6483 2.1510 -0.5 -1.3 1.3
F -1.1810 3.7976 4.2755 0.1 1.5 -1.4
C -6.6441 -3.1043 -2.8731 -0.2 -0.4 -0.5
C -6.1505 -2.5021 -1.6062 -0.9 -1.4 1.0
C -6.1264 -3.4597 -0.4047 0.8 0.1 -0.4
O -4.8523 -1.9196 -1.7537 -0.6 0.0 0.3
H -5.9887 -3.9175 -3.1850 0.1 0.2 -0.5
H -6.7732 -2.2982 -3.5953 0.3 -0.3 -0.5
H -7.6361 -3.5407 -2.7564 -0.1 0.0 0.2
H -6.9592 -1.8581 -1.2607 0.4 1.2 -0.3
H -6.0998 -2.7262 0.4012 0.2 -0.9 0.7
H -5.2868 -4.1548 -0.4129 0.5 0.4 0.1
H -6.9548 -4.1630 -0.3193 -0.6 0.7 -0.1
H -4.9337 -1.2364 -2.4232 0.1 0.1 -0.1
C 7.6579 2.7163 1.9175 0.4 0.6 -0.9
C 6.2026 2.9418 2.1836 0.1 -1.2 1.7
C 5.5617 1.5133 2.1403 -0.9 1.1 0.1
O 6.1459 3.6184 3.4857 -0.3 -0.8 -1.4
H 7.7217 2.0287 1.0741 0.3 -0.2 0.1
H 8.1460 2.3115 2.8040 0.0 0.0 -0.1
H 8.1537 3.6309 1.5922 0.2 0.1 0.3
H 5.7000 3.5448 1.4274 0.1 0.2 0.0
H 4.5053 1.5622 2.4044 -0.2 0.1 0.1
H 5.9877 0.7386 2.7779 0.5 0.3 0.0
H 5.5872 1.2161 1.0919 0.1 -0.3 0.0
H 5.2142 3.7759 3.6552 -0.2 0.2 0.2
C 3.3185 -3.0075 -2.8500 -1.2 0.0 1.0
C 1.9610 -3.6915 -3.0245 1.3 -0.6 -2.1
C 1.7218 -5.0212 -2.3884 0.0 -0.7 0.0
O 0.8658 -2.8540 -2.8617 -1.0 1.6 1.2
H 3.4678 -2.7489 -1.8017 0.2 0.2 0.1
H 3.2544 -2.1057 -3.4589 0.5 0.0 0.1
H 4.1126 -3.6910 -3.1505 -0.1 0.2 -0.2
H 1.9637 -3.8304 -4.1056 0.2 -0.8 -0.4
H 2.5108 -5.7252 -2.6527 0.1 0.0 0.3
H 0.8185 -5.4379 -2.8339 -0.2 -0.1 0.1
H 1.5575 -4.9925 -1.3113 0.3 0.1 0.1
H 0.1106 -3.3570 -3.1753 -0.2 0.1 0.0
C -0.8980 -4.0554 4.3775 2.0 0.0 0.4
C -0.8363 -2.7172 5.0245 -1.4 2.0 -0.5
C 0.4420 -2.0933 5.6024 0.2 -1.8 -0.7
O -1.2976 -1.8095 4.0068 -0.4 0.6 -0.2
H -0.4735 -4.6157 5.2105 -0.5 -1.4 -0.5
H -0.1885 -4.0821 3.5505 0.2 -0.1 -0.1
H -1.8705 -4.3223 3.9637 0.0 0.0 0.7
H -1.6146 -2.7374 5.7874 0.0 0.1 0.4
H 0.8893 -2.8128 6.2882 0.0 0.3 0.5
H 0.2705 -1.1118 6.0443 -0.1 -0.2 0.1
H 1.1677 -2.0241 4.7919 0.0 0.3 -0.1
H -1.5441 -1.0142 4.4846 -0.1 0.4 -0.2
C -1.0123 3.0934 -5.5049 0.2 0.1 -0.7
C -0.9506 3.8001 -4.1804 -0.4 0.5 -1.0
C -1.2227 5.3358 -4.3324 0.1 -2.1 1.0
O -1.9102 3.1182 -3.3763 0.2 0.0 0.8
H -0.1712 3.4404 -6.1051 -0.1 -0.1 -0.4
H -1.9545 3.3109 -6.0079 0.0 0.2 -0.1
H -0.9641 2.0077 -5.4214 0.2 0.0 0.2
H 0.0672 3.6689 -3.8131 -0.1 -0.1 0.7
H -2.2718 5.4150 -4.6173 0.1 0.5 -0.3
H -0.5078 5.7353 -5.0517 -0.3 0.2 0.1
H -1.0771 5.7386 -3.3301 0.0 0.5 -0.2
H -2.6190 3.6974 -3.0872 0.1 0.3 0.0
```
Forces are in eV/Å.

E_LUMO (hartree): -0.0867
Energy above the lowest of the compared OMol25 structures with the same formula, charge and spin (kJ/mol): 596.55
Spin multiplicity: 1
Molar mass (g/mol): 508.4
Maximum force (eV Å⁻¹): 2.569
HOMO-LUMO gap (eV): 7.7089

---

Entry 2:
Computed, not measured: a structure of composition C15H43IN11O27PS at a distorted geometry, with ωB97M-V/def2-TZVPD.

```
99
Properties=species:S:1:pos:R:3:forces:R:3
C 5.9658 -1.7156 0.3532 -0.2 0.6 -0.4
C 5.1571 -0.5537 0.9602 0.3 -0.6 0.5
C 4.1803 -1.0301 2.0417 -0.2 0.9 -0.6
C 2.7906 -1.3017 1.4972 0.5 -0.4 0.1
O 2.0247 -0.1007 1.6647 0.0 0.1 0.3
O 0.9570 -0.0750 0.7253 -1.2 0.2 -0.7
S -0.2391 -1.0111 1.4758 0.3 -0.9 0.4
O -0.5845 -0.3577 2.6989 0.0 0.4 0.6
O -1.5554 -0.7400 0.4915 -0.2 -0.3 -0.7
P -2.9234 -1.4679 1.2175 -0.6 0.6 1.4
O -4.1547 -1.2409 0.1726 1.2 0.0 -0.4
I -2.4933 -3.9212 1.2307 0.1 0.1 -0.4
H 7.0192 -1.5485 0.5409 0.2 -0.2 0.1
H 5.6773 -2.6866 0.7410 0.0 -0.2 0.2
H 5.8573 -1.7602 -0.7246 -0.1 0.0 0.0
H 5.8625 0.1215 1.4292 0.1 0.3 0.0
H 4.6354 0.0072 0.1932 -0.2 0.1 -0.1
H 4.5519 -1.9288 2.5121 0.1 -0.2 0.3
H 4.0729 -0.2498 2.7922 0.0 -0.1 0.3
H 2.3769 -2.1324 2.0613 -0.6 -0.1 0.0
H 2.8161 -1.5335 0.4380 0.0 -0.2 -0.2
H -4.9504 -1.5930 0.6191 0.0 -0.1 -0.1
C 6.5474 -1.8862 -4.6102 0.4 0.2 0.4
N 7.1811 -1.9155 -3.2635 0.0 0.1 -0.1
O 8.0477 -1.0955 -3.0225 0.0 0.0 0.1
O 6.7915 -2.7598 -2.4836 0.1 -0.1 -0.2
H 7.0003 -1.0879 -5.1805 0.1 0.0 0.1
H 6.7282 -2.8440 -5.0742 0.0 -0.1 0.1
H 5.4901 -1.7114 -4.4706 -0.1 -0.1 0.1
C 2.0681 0.0104 -2.4252 -0.1 0.1 -0.1
N 3.0404 -0.7152 -3.2875 -0.1 0.1 0.0
O 2.7348 -0.9196 -4.4450 0.1 0.0 0.0
O 4.0887 -1.0523 -2.7743 -0.1 0.0 0.1
H 1.1929 0.2460 -3.0181 0.0 0.0 -0.1
H 1.8148 -0.6421 -1.5962 0.1 0.0 0.1
H 2.5579 0.9147 -2.0726 0.1 -0.1 0.1
C -4.7575 2.1461 0.8299 0.1 -0.1 0.1
N -5.7853 2.9260 1.5752 0.1 0.0 -0.1
O -5.7833 2.8574 2.7850 -0.1 -0.1 0.1
O -6.5693 3.5773 0.9136 0.0 0.0 0.0
H -4.1373 1.6192 1.5459 0.0 0.0 0.1
H -5.2840 1.4498 0.1838 0.0 0.1 -0.1
H -4.1689 2.8491 0.2490 -0.1 0.0 -0.1
C -5.6231 2.1929 5.9970 0.0 0.1 0.1
N -5.4964 1.2294 7.1227 0.0 0.0 0.0
O -5.0206 1.6263 8.1665 0.0 -0.1 0.0
O -5.8836 0.0943 6.9202 0.0 0.0 0.0
H -5.2388 3.1529 6.3185 0.1 0.0 0.0
H -5.0438 1.8054 5.1667 0.0 -0.1 0.0
H -6.6755 2.2626 5.7251 0.4 -0.3 0.1
C -1.0686 2.1250 4.5977 0.3 -0.3 0.1
N -2.0715 2.8832 5.3848 0.3 -0.1 -0.2
O -1.9322 2.9445 6.5885 -0.2 0.2 0.0
O -2.9731 3.3867 4.7470 -0.2 0.2 0.2
H -0.3185 1.7244 5.2697 0.0 0.0 0.1
H -1.5990 1.3253 4.0918 0.0 0.1 -0.1
H -0.6227 2.8099 3.8831 -0.1 0.0 -0.1
C 4.4679 -2.1105 -8.7143 0.0 -0.1 0.0
N 5.0858 -2.0673 -7.3618 -0.2 0.0 -0.3
O 5.3629 -3.1246 -6.8356 -0.1 0.0 -0.2
O 5.2693 -0.9682 -6.8734 0.0 0.0 -0.2
H 4.3645 -3.1422 -9.0190 0.0 0.1 0.1
H 3.4978 -1.6274 -8.6437 0.0 0.1 0.0
H 5.1249 -1.5688 -9.3885 0.0 0.1 0.0
C -8.3346 -0.5083 1.8920 -0.1 0.1 -0.1
N -7.3975 -1.4525 1.2203 -0.3 0.1 0.2
O -7.4846 -1.5943 0.0216 0.2 0.0 0.0
O -6.5914 -2.0253 1.9361 0.2 0.2 -0.3
H -8.9842 -0.0775 1.1402 0.0 0.0 -0.1
H -8.9022 -1.0762 2.6224 0.1 0.0 0.1
H -7.7362 0.2564 2.3797 0.0 -0.1 0.1
C 0.6548 2.6143 8.8056 -0.2 0.1 -0.1
N 1.6306 1.7180 8.1221 -0.1 0.0 0.0
O 1.4310 1.4459 6.9538 0.1 0.0 0.0
O 2.5636 1.3162 8.7821 0.0 0.0 0.0
H -0.1193 2.8907 8.0991 0.0 -0.1 0.0
H 0.2377 2.0631 9.6425 0.1 0.0 0.1
H 1.2012 3.4876 9.1483 0.1 -0.1 0.1
C -9.6678 4.1431 3.5082 0.0 0.2 0.0
N -9.1173 2.9783 4.2510 0.1 0.2 0.0
O -8.2529 3.1936 5.0752 -0.5 0.1 -0.1
O -9.5661 1.8849 3.9752 0.0 -0.1 0.0
H -9.1708 5.0392 3.8581 0.1 0.0 0.0
H -9.4737 3.9752 2.4532 0.0 -0.1 0.0
H -10.7341 4.1814 3.7086 0.0 -0.1 -0.1
C 5.5799 2.1466 -4.9626 0.2 -0.2 0.0
N 4.5975 2.6487 -3.9628 0.1 0.0 0.0
O 4.8961 2.5800 -2.7883 -0.1 0.0 0.0
O 3.5517 3.0894 -4.3947 0.0 0.0 0.0
H 6.4541 1.7818 -4.4355 0.0 0.0 0.1
H 5.0942 1.3440 -5.5119 0.0 0.1 -0.1
H 5.8351 2.9724 -5.6191 -0.1 0.0 0.0
C 2.6290 -6.4967 -10.8550 -0.1 -0.1 0.0
N 2.6031 -5.0840 -10.3886 -0.1 0.0 0.0
O 1.5523 -4.6372 -9.9888 0.1 0.0 0.0
O 3.6519 -4.4681 -10.4414 -0.1 -0.2 -0.2
H 1.6340 -6.9109 -10.7493 0.0 0.1 0.0
H 2.9429 -6.4903 -11.8941 0.1 0.0 0.0
H 3.3437 -7.0303 -10.2362 0.1 0.0 -0.1
```
Forces are in eV/Å.

E_LUMO (hartree): -0.0164
Energy above the lowest of the compared OMol25 structures with the same formula, charge and spin (kJ/mol): 0.00
Spin multiplicity: 1
Molar mass (g/mol): 999.5
Maximum force (eV Å⁻¹): 1.629
HOMO-LUMO gap (eV): 8.7247

---

Entry 3:
Computed, not measured: a cluster of 5 separate species, C15H43N2O17P4 in total at a distorted geometry, with ωB97M-V/def2-TZVPD.

```
81
Properties=species:S:1:pos:R:3:forces:R:3
C 3.8114 -1.0095 2.5716 0.1 0.5 0.2
C 3.5347 0.4396 2.8874 0.0 0.3 0.2
N 4.2974 1.1725 3.6021 -0.1 -0.2 -0.1
C 2.2427 0.9980 2.2942 -0.2 -0.3 0.3
N 1.2073 0.0424 2.1188 -0.4 -0.2 -1.4
O 0.6319 -0.2368 3.4407 0.3 0.4 0.7
H 3.5692 -1.2156 1.5307 0.0 -0.1 0.0
H 4.8598 -1.2211 2.7845 0.0 -0.2 0.0
H 3.1485 -1.6147 3.1886 0.0 -0.1 -0.1
H 5.1047 0.6149 3.8910 0.1 0.1 0.0
H 1.9532 1.9012 2.8628 0.1 0.0 0.1
H 2.4929 1.3367 1.2800 0.0 0.0 -0.1
H -0.1102 -0.7995 3.2187 0.0 -0.1 -0.1
C -2.1587 2.0636 -3.5561 0.1 -0.1 -0.2
O -1.6042 3.1120 -2.7545 -1.5 -2.2 1.0
P -0.8006 2.7021 -1.3372 4.8 4.4 0.1
O -0.7498 4.0918 -0.7935 -0.7 -0.1 0.0
O 0.5433 2.2316 -2.1301 -0.2 -0.5 0.2
C 1.2244 3.2107 -2.9042 -0.1 0.0 -0.3
O -0.3001 1.8517 -0.0361 -2.1 -1.5 -1.1
C -0.9760 2.0802 1.2127 -0.4 -0.3 0.6
H -2.5288 2.5129 -4.4763 0.0 0.1 0.0
H -1.4015 1.3148 -3.8084 0.0 0.0 0.0
H -2.9902 1.5734 -3.0460 0.0 0.0 0.0
H 0.9391 4.2206 -2.6100 0.0 0.0 0.0
H 1.0076 3.0692 -3.9664 0.0 0.0 0.0
H 2.2924 3.0744 -2.7392 0.0 0.0 0.0
H -2.0575 2.1916 1.0870 0.0 0.1 -0.2
H -0.5735 2.9686 1.6973 0.1 0.1 -0.2
H -0.7653 1.2144 1.8342 0.2 0.0 -0.1
C -3.6280 4.9552 -0.3272 -0.2 0.1 -0.1
O -4.6330 5.0530 0.7198 1.6 -0.8 0.1
P -4.3463 5.9903 1.9613 -2.5 2.7 0.3
O -5.3321 5.7045 3.0104 0.2 -0.5 0.1
O -4.5613 7.4259 1.2480 0.1 0.0 0.3
C -5.8987 7.8551 1.0232 -0.1 0.0 -0.2
O -2.9349 6.3866 2.5423 0.7 -1.4 -0.7
C -2.3605 5.5225 3.5457 0.2 0.0 0.1
H -4.0503 4.3644 -1.1353 -0.1 0.0 0.1
H -3.3752 5.9450 -0.7070 0.0 0.0 0.1
H -2.7340 4.4680 0.0399 0.1 0.1 0.0
H -6.6057 7.3069 1.6463 0.0 0.0 0.0
H -6.1607 7.7171 -0.0282 0.0 0.0 0.0
H -5.9531 8.9155 1.2655 0.0 0.0 0.0
H -2.5207 4.4698 3.3192 0.0 0.0 0.0
H -2.7984 5.7605 4.5126 -0.1 0.0 0.0
H -1.2933 5.7228 3.5682 0.0 0.0 -0.1
C 1.1903 -0.8903 -1.0892 -0.2 0.2 0.2
O 1.5230 -1.7451 -2.2269 -1.1 -0.6 2.1
P 0.3680 -2.5957 -2.9237 0.9 0.8 -5.0
O 1.1061 -3.5869 -3.7348 0.0 -0.3 0.5
O -0.2758 -1.3797 -3.7664 -0.6 -0.3 0.0
C 0.4821 -0.8478 -4.8485 0.1 0.2 0.1
O -1.0621 -3.2136 -2.5971 0.4 0.4 2.2
C -1.0944 -4.5408 -2.0377 -0.1 -0.1 0.0
H 2.0699 -0.3087 -0.8375 0.1 -0.1 -0.1
H 0.3867 -0.2083 -1.3532 0.0 0.0 -0.1
H 0.9014 -1.4818 -0.2224 0.1 0.0 0.1
H 1.2614 -1.5397 -5.1678 0.0 0.0 0.0
H 0.9354 0.0994 -4.5483 0.0 0.0 0.0
H -0.2050 -0.6701 -5.6747 0.0 0.0 0.0
H -0.3095 -4.6962 -1.2981 0.0 0.0 0.0
H -0.9884 -5.2660 -2.8419 0.1 0.0 0.0
H -2.0627 -4.6637 -1.5594 0.0 0.1 0.0
C 1.7961 -8.2241 -0.4938 -0.1 -0.1 0.1
O 2.8507 -7.7348 0.3476 -0.3 0.7 -1.7
P 2.7492 -6.2475 0.9310 -0.1 -0.1 3.8
O 4.0500 -5.8873 1.4952 0.3 0.0 -0.5
O 1.6021 -6.5202 2.0334 0.1 0.3 -0.1
C 1.9884 -7.1583 3.2482 -0.1 -0.2 0.0
O 1.9768 -5.0385 0.2900 0.1 -0.8 -1.7
C 2.6964 -4.1811 -0.6368 -0.1 0.1 0.0
H 1.9958 -9.2753 -0.6836 0.1 0.0 0.0
H 0.8292 -8.1274 0.0040 0.0 0.0 0.0
H 1.7762 -7.6889 -1.4435 0.0 0.0 0.0
H 3.0641 -7.0925 3.4094 0.0 0.0 0.0
H 1.6876 -8.2082 3.2275 0.0 0.0 0.0
H 1.4716 -6.6563 4.0637 0.0 0.0 0.0
H 3.3424 -4.7539 -1.2994 0.0 0.0 0.0
H 3.2839 -3.4593 -0.0748 0.0 -0.1 0.1
H 1.9555 -3.6663 -1.2392 0.2 -0.2 0.2
```
Forces are in eV/Å.

E_LUMO (hartree): 0.0435
Spin multiplicity: 1
Total charge: -1
Molar mass (g/mol): 647.4
Maximum force (eV Å⁻¹): 6.470
HOMO-LUMO gap (eV): 3.4177

---

Question: Among the records above, which one has the highest molar mass?
Answer: C15H43IN11O27PS

---

Question: What is the formula in the first record?
Answer: C15H43AsF6O6

---

Question: The highest maximum force belongs to which entry?
Answer: C15H43N2O17P4